Formula: C4H5HgMgO2
Source: the OMol25 dataset
Level of theory: the ωB97M-V functional and the def2-TZVPD basis

XYZ file:
```
13
Properties=species:S:1:pos:R:3:forces:R:3
H 0.405435 0.105108 -1.748153 -2.328 0.934 1.454
C -0.726643 0.019147 -0.701085 -0.177 -1.516 -1.692
C -0.762173 0.884994 0.548180 -0.094 1.337 -0.577
C 0.585022 0.587375 1.219221 0.505 0.596 -0.460
C 1.090381 -0.678355 0.553275 -4.125 -0.380 -0.211
O -0.031561 -1.133910 -0.165405 4.228 -0.660 1.631
O -1.729487 -0.320770 -1.406977 0.951 1.423 0.815
Hg -0.929055 -2.483570 -2.833770 0.153 -0.484 -0.477
Mg 2.850733 -1.341117 -0.313156 0.579 -0.355 -0.272
H -1.626781 0.566172 1.147570 0.229 -0.003 -0.342
H -0.897188 1.934871 0.253365 0.072 -0.261 0.415
H 0.533528 0.386472 2.301384 -0.137 -0.115 -0.215
H 1.237788 1.473584 1.145550 0.143 -0.515 -0.069
```
Positions in Å, forces in eV/Å.

Energy relative to the best compared isomer or geometry (same formula, charge and spin), kJ/mol: 317.9
E_HOMO (alpha / beta), Eh: -0.430 / -0.430
E_tot, eV: -17930.1327
Net charge: +1
Multiplicity: 3
Max |F|, eV/A: 4.58

These are the natural (NBO) partial charges, in e, on atoms 1 to 4:
1 H 0.19
2 C 0.43
3 C -0.48
4 C -0.57